The following is a quantum chemistry calculation of a 8-piece molecular cluster, C24H56N8O8 overall, from OMol25.

```
96
Properties=species:S:1:pos:R:3:mulliken_charge:R:1
C 2.12078 1.06216 -5.31283 -0.95
N 0.99938 1.50551 -6.12703 0.16
C -0.08285 0.53558 -6.07019 -1.01
C 0.86593 2.57521 -6.88482 0.27
O 1.73329 3.44577 -6.90468 -0.62
H 2.60999 0.17570 -5.71652 0.33
H 1.78834 0.94490 -4.28141 0.27
H 2.93180 1.78951 -5.34901 0.33
H 0.28222 -0.45922 -6.32555 0.34
H -0.56312 0.60475 -5.09415 0.26
H -0.86826 0.67264 -6.81346 0.36
H -0.04913 2.60355 -7.49643 0.27
C -2.58260 -2.01202 -6.49282 -0.79
N -3.46808 -2.09390 -5.29438 0.12
C -3.31643 -0.99851 -4.33730 -0.88
C -4.38974 -3.02032 -5.16927 0.19
O -5.26116 -3.00677 -4.26450 -0.63
H -2.72245 -2.87364 -7.14563 0.34
H -1.53191 -1.87250 -6.23847 0.20
H -2.93613 -1.09312 -6.96051 0.32
H -4.28222 -0.73280 -3.90748 0.38
H -2.73796 -1.27782 -3.45670 0.18
H -2.77916 -0.12946 -4.71702 0.28
H -4.17206 -3.82739 -5.88583 0.26
C -5.34227 0.63225 1.37685 -0.96
N -4.19628 1.02344 2.19132 0.11
C -4.28933 2.38738 2.81832 -0.95
C -3.10270 0.26682 2.33508 0.26
O -2.11635 0.60723 3.01091 -0.63
H -5.43663 1.27832 0.50405 0.36
H -6.28978 0.74370 1.90402 0.35
H -5.41196 -0.40555 1.05095 0.31
H -4.99761 2.35061 3.64602 0.30
H -3.34452 2.80606 3.16494 0.27
H -4.73140 2.96012 2.00307 0.35
H -3.20485 -0.69446 1.80810 0.22
C -0.33535 3.63765 0.14895 -0.65
N -0.45987 4.68647 1.15664 0.27
C -1.81005 5.20979 1.44838 -0.79
C 0.61777 5.31953 1.51434 0.30
O 0.61866 6.29340 2.30636 -0.65
H -0.68477 3.89208 -0.85169 0.37
H -0.82440 2.72834 0.49834 0.16
H 0.68200 3.49297 -0.21460 0.00
H -2.17990 5.91908 0.70796 0.38
H -2.61400 4.47989 1.54336 0.09
H -1.84893 5.68613 2.42802 0.34
H 1.53028 4.88490 1.07773 0.22
C 1.02478 -5.04595 4.18159 -0.90
N 1.32663 -5.28789 2.78489 0.12
C 2.16686 -4.32092 2.10058 -0.37
C 0.72781 -6.26021 2.05535 0.15
O 1.08303 -6.56111 0.91368 -0.60
H 2.00589 -5.04133 4.65645 0.33
H 0.62654 -5.88824 4.74732 0.42
H 0.55367 -4.08128 4.37018 0.21
H 2.42437 -4.44372 1.04857 0.27
H 1.73900 -3.31848 2.11285 -0.45
H 3.12829 -4.49014 2.58547 0.47
H -0.02280 -6.75387 2.69181 0.32
C 2.09981 -1.19035 4.56269 -0.64
N 1.23171 -0.11644 5.12361 0.20
C -0.16006 -0.52852 5.40758 -0.84
C 1.76479 1.02601 5.52788 0.16
O 1.07421 1.94236 5.99580 -0.63
H 1.97122 -2.10821 5.13636 0.35
H 3.13328 -0.89858 4.37583 0.29
H 1.78834 -1.51218 3.56895 -0.07
H -0.46256 -1.11315 4.53879 0.23
H -0.17813 -1.24748 6.22666 0.35
H -0.85380 0.29651 5.56927 0.26
H 2.84336 1.16602 5.35676 0.32
C 3.76671 2.38692 -0.28761 -0.97
N 4.44989 1.19739 0.23701 0.24
C 5.04830 0.21870 -0.72094 -1.02
C 4.63525 0.93686 1.57318 0.10
O 5.07878 -0.11403 2.05227 -0.62
H 3.78541 3.22990 0.40314 0.38
H 2.73351 2.09170 -0.47051 0.26
H 4.14400 2.60043 -1.28769 0.37
H 6.06449 0.46882 -1.02572 0.37
H 5.07888 -0.82331 -0.40255 0.32
H 4.49056 0.13323 -1.65353 0.31
H 4.31899 1.78658 2.19779 0.30
C -0.40658 -2.06826 0.51793 -0.30
N 0.31011 -0.88403 0.00307 0.31
C 1.08337 -0.11826 0.99296 -0.45
C 0.19910 -0.50139 -1.26493 0.34
O 0.78813 0.46336 -1.70450 -0.57
H -0.91116 -2.66826 -0.23937 0.41
H -1.18418 -1.78747 1.22828 0.10
H 0.38719 -2.66708 0.96452 -0.11
H 0.69602 -0.33147 1.98925 0.08
H 2.15231 -0.31941 0.92218 0.31
H 1.03345 0.94166 0.74362 -0.11
H -0.59476 -1.09975 -1.73817 -0.03
```

Results
SMILES string   CN(C)C=O.CN(C)C=O.CN(C)C=O.CN(C)C=O.CN(C)C=O.CN(C)C=O.CN(C)C=O.CN(C)C=O
Relative energy (zero: lowest compared OMol25 entry of this formula, charge and spin)   173.8 kcal per mole
Kohn-Sham gap   0.3360 Ha



The following is a quantum chemistry calculation of CF3Zn as an isolated structure, from OMol25.

```
5
Properties=species:S:1:pos:R:3:nbo_charge:R:1
C 0.25196 -0.03339 -0.33523 0.62
F 0.97586 1.04861 -0.44322 -0.28
F 0.60149 -0.69291 -1.41206 -0.33
Zn -1.30627 -1.02991 0.87676 0.81
F -0.52303 0.70760 1.31375 -0.83
```

Results
Relative energy (zero: lowest compared OMol25 entry of this formula, charge and spin)   25.0 kcal per mole
Kohn-Sham gap (alpha / beta)   0.2715 / 0.3166 Ha
Multiplicity   2



The following is a quantum chemistry calculation of a 8-piece molecular cluster, C41H80FINO18S7 overall, from OMol25.

```
149
Properties=species:S:1:pos:R:3:mulliken_charge:R:1
C -1.00798 -5.21408 4.00435 -0.78
C -0.44715 -4.48445 5.21691 -0.16
O -0.95190 -3.16392 5.19819 -0.20
C -0.17003 -2.23493 5.91997 -0.98
C 0.71797 -1.36602 5.06028 0.19
O 0.03954 -0.47855 4.20728 -0.55
N -0.23067 -1.07866 2.93664 1.55
C 0.81892 -0.62308 2.02190 -1.28
C 1.93391 -1.66227 1.74990 -1.09
C 1.47784 -3.11491 1.79531 1.50
I 2.81730 -4.28175 3.04810 -0.12
C -1.57187 -0.59175 2.53145 1.81
C -2.62250 -1.02256 3.54488 -2.07
C -1.97213 -1.13085 1.16602 -1.73
C -2.27074 -2.62457 1.09954 2.40
C -2.03197 -3.20128 -0.29651 -1.43
F -3.64560 -2.80539 1.36191 -0.51
C -1.59690 0.98542 2.45587 -0.33
O -2.20163 1.61078 3.36194 -0.83
O -0.98675 1.48083 1.44642 -0.55
H -1.29810 -6.23063 4.24538 0.44
H -1.88314 -4.66401 3.67969 0.16
H -0.29867 -5.24717 3.18322 -0.04
H 0.63874 -4.46136 5.18813 0.23
H -0.79959 -5.00728 6.11016 0.33
H 0.46532 -2.77505 6.62661 0.54
H -0.83086 -1.60490 6.51149 0.29
H 1.33388 -0.76242 5.72333 0.33
H 1.39317 -1.99692 4.47943 -0.26
H 0.42335 -0.27055 1.08251 0.29
H 1.29172 0.24042 2.47706 0.64
H 2.78180 -1.47420 2.39483 0.49
H 2.29603 -1.47272 0.74221 0.39
H 0.47005 -3.23987 2.16621 -1.32
H 1.54418 -3.59680 0.83106 0.00
H -2.67611 -2.10505 3.63993 0.11
H -2.43224 -0.59449 4.51595 0.47
H -3.58371 -0.67830 3.18680 0.46
H -2.88904 -0.62094 0.88849 0.88
H -1.25467 -0.89438 0.38950 0.13
H -1.68403 -3.17782 1.82528 -1.11
H -1.79873 -2.43798 -1.02518 0.34
H -2.94256 -3.68061 -0.63048 0.37
H -1.23940 -3.94406 -0.28337 0.12
C -0.93627 5.46122 -1.44236 0.24
C -0.83789 4.57728 -0.19451 -0.85
C 0.12799 3.42977 -0.51897 -0.54
S 1.25754 4.06955 -1.75686 1.24
O 1.07021 3.35611 -3.00317 -0.67
O 2.57726 4.21584 -1.17667 -0.65
C 0.49615 5.68071 -1.90949 -0.97
H -1.43511 6.40832 -1.23224 0.59
H -1.50335 4.94504 -2.21532 -0.18
H -0.44696 5.16502 0.64026 0.23
H -1.80702 4.19150 0.10657 0.34
H 0.68958 3.10635 0.35217 0.19
H -0.39219 2.57702 -0.94741 0.42
H 0.57266 6.02074 -2.93859 0.23
H 1.02761 6.36402 -1.24592 0.42
C 3.12415 4.96504 1.93367 0.05
C 3.19424 5.27820 3.43412 -0.82
C 3.62646 3.99163 4.15071 -0.72
S 4.60965 3.06451 2.96272 1.06
O 3.92339 1.83975 2.64968 -0.50
O 5.99212 3.05380 3.38453 -0.73
C 4.40634 4.20908 1.60310 -0.85
H 3.03115 5.86824 1.33349 0.41
H 2.25692 4.33518 1.72869 -0.19
H 3.93407 6.06344 3.60944 0.34
H 2.23925 5.63597 3.81631 0.37
H 4.23627 4.19187 5.02800 0.42
H 2.77344 3.37296 4.42424 0.34
H 4.35484 3.66004 0.66561 0.44
H 5.26936 4.87506 1.60364 0.38
C 8.26898 -3.48514 3.45038 -0.66
C 8.54736 -4.80065 2.70967 -0.61
C 8.00309 -5.94197 3.57947 -0.65
S 6.64823 -5.23809 4.53166 1.11
O 7.00781 -5.25898 5.92673 -0.68
O 5.40010 -5.78794 4.07169 -0.60
C 6.81893 -3.56788 3.91624 -0.60
H 8.43112 -2.61833 2.81213 0.35
H 8.93349 -3.39794 4.31292 0.32
H 8.03016 -4.79166 1.74834 0.29
H 9.60956 -4.93484 2.50870 0.32
H 7.62122 -6.76920 2.98697 0.35
H 8.74712 -6.30483 4.28571 0.34
H 6.57140 -2.86593 4.70842 0.41
H 6.12314 -3.45284 3.08481 0.28
C 0.41034 6.41150 -7.22659 -0.59
C 0.57930 4.93830 -7.62429 -0.62
C -0.10702 4.09017 -6.54542 -0.59
S -1.41350 5.11371 -5.86482 1.06
O -1.11003 5.39739 -4.48811 -0.51
O -2.69893 4.58514 -6.25018 -0.77
C -1.05651 6.57346 -6.83870 -0.77
H 0.68398 7.08514 -8.03753 0.37
H 1.04865 6.63824 -6.36999 0.27
H 0.10161 4.76548 -8.59116 0.29
H 1.62843 4.66560 -7.72409 0.36
H -0.54888 3.18298 -6.94794 0.39
H 0.57016 3.84155 -5.72783 0.23
H -1.25771 7.46196 -6.24460 0.41
H -1.70477 6.55139 -7.71422 0.40
C 3.03359 -7.17338 -2.76480 -0.57
C 3.32727 -7.39848 -1.27467 -0.74
C 2.75923 -6.19740 -0.50806 -0.51
S 1.38288 -5.58413 -1.48668 1.31
O 1.70764 -4.26570 -1.96489 -0.70
O 0.14439 -5.84826 -0.80303 -0.72
C 1.57237 -6.74247 -2.84054 -0.82
H 3.21530 -8.07111 -3.35480 0.36
H 3.67538 -6.37931 -3.15263 0.28
H 2.83558 -8.31468 -0.94139 0.31
H 4.39378 -7.51261 -1.08569 0.32
H 2.39483 -6.47041 0.47892 0.29
H 3.48596 -5.39229 -0.41994 0.39
H 1.30722 -6.25116 -3.77352 0.41
H 0.90045 -7.57921 -2.65234 0.34
C -7.37573 -1.25564 -2.63463 -0.62
C -7.09910 -2.24540 -1.49371 -0.69
C -5.98952 -3.19263 -1.96612 -0.37
S -5.00767 -2.26258 -3.15104 1.05
O -5.14541 -2.87328 -4.45128 -0.71
O -3.72017 -1.98380 -2.58273 -0.48
C -6.00720 -0.77713 -3.10893 -0.70
H -7.99690 -0.42309 -2.30628 0.36
H -7.89599 -1.76382 -3.45010 0.30
H -6.76312 -1.69935 -0.61062 0.28
H -7.99373 -2.80038 -1.21468 0.36
H -5.34338 -3.50896 -1.15018 0.11
H -6.39037 -4.06266 -2.48269 0.40
H -6.01755 -0.32275 -4.09688 0.38
H -5.55193 -0.09903 -2.38737 0.35
C -4.99350 4.87662 -3.78904 -0.50
C -6.44648 4.67532 -3.33588 -0.78
C -6.45942 4.69954 -1.80163 -0.69
S -5.06801 5.72562 -1.30511 1.13
O -4.11547 4.89871 -0.61484 -0.51
O -5.55537 6.95746 -0.73492 -0.74
C -4.45878 6.04146 -2.96138 -0.33
H -4.92311 5.07827 -4.85543 0.38
H -4.41016 3.97767 -3.58072 0.29
H -7.06396 5.48934 -3.72256 0.31
H -6.86130 3.74184 -3.71468 0.38
H -7.37309 5.13098 -1.40123 0.35
H -6.30050 3.70939 -1.37912 0.34
H -3.37231 6.09784 -2.94331 0.02
H -4.88039 6.99111 -3.29122 0.36
```

Results
Charge   -1
Kohn-Sham gap   0.2147 Ha